{
  "formula": "CH3FO3",
  "method": "wB97M-V/def2-TZVPD",
  "species": ["O", "C", "O", "O", "F", "H", "H", "H"],
  "positions_angstrom": [[0.5089, 0.8650, -0.7907], [0.0216, -0.2463, -0.1830], [-1.2242, 0.0704, 0.3052], [0.7653, -0.6696, 0.8443], [-0.1845, -1.1848, -1.2055], [-0.0062, 0.9423, -1.7070], [-1.5930, -0.7280, 0.5045], [1.6980, -0.5025, 0.7037]],
  "spin_multiplicity": 1,
  "de_lowest_kj_mol": 72.06,
  "total_charge": 0,
  "gap_ha": 0.456,
  "lumo_ev": 0.62,
  "energy_ev": -9945.6566,
  "e_homo_ev": -11.80
}

{
  "formula": "C33H25Br2N2SZr",
  "method": "wB97M-V/def2-TZVPD",
  "species": ["Zr", "Br", "C", "C", "C", "C", "C", "C", "C", "C", "C", "C", "H", "H", "H", "H", "H", "H", "C", "C", "C", "C", "N", "C", "C", "C", "C", "C", "C", "C", "H", "H", "H", "H", "H", "H", "H", "H", "Br", "N", "S", "C", "C", "C", "C", "C", "C", "C", "C", "C", "C", "C", "C", "H", "H", "H", "H", "H", "H", "H", "H", "H", "H", "H"],
  "positions_angstrom": [[-0.0983, 0.1031, -0.1068], [1.9939, 0.0178, 1.9325], [1.1877, 1.3973, 3.0679], [1.8716, 1.7466, 4.1957], [1.3004, 2.6883, 5.0652], [0.0727, 3.2164, 4.7786], [-0.6374, 2.8441, 3.6164], [-1.9226, 3.3507, 3.3446], [-2.6152, 2.9359, 2.2427], [-2.0384, 2.0262, 1.3394], [-0.7682, 1.4992, 1.5117], [-0.0740, 1.9081, 2.6928], [2.8245, 1.2958, 4.4270], [1.8317, 2.9609, 5.9646], [-0.3866, 3.9219, 5.4552], [-2.3463, 4.0711, 4.0247], [-3.6068, 3.3134, 2.0523], [-2.6317, 1.7468, 0.4632], [-1.4801, -2.4348, 3.4923], [-2.0523, -3.5528, 2.8998], [-2.1241, -3.6117, 1.5242], [-1.6081, -2.5714, 0.7404], [-1.0497, -1.4867, 1.3301], [-1.0122, -1.4339, 2.6657], [-1.6125, -2.5833, -0.7283], [-2.1360, -3.6549, -1.4609], [-2.0823, -3.6520, -2.8401], [-1.4975, -2.5874, -3.5032], [-0.9958, -1.5132, -2.7804], [-1.0425, -1.4619, -1.3827], [-1.3968, -2.3400, 4.5623], [-2.4360, -4.3579, 3.5052], [-2.5734, -4.4698, 1.0554], [-0.5964, -0.5373, 3.1089], [-2.5815, -4.5038, -0.9691], [-2.4903, -4.4811, -3.3962], [-1.4329, -2.5978, -4.5804], [-0.5615, -0.6868, -3.3382], [-0.5060, 2.0843, -1.7482], [1.7776, -0.1060, -1.1892], [2.3892, 0.9451, -2.2553], [2.3065, 0.0786, -3.8400], [1.6594, 0.6884, -4.9028], [1.5646, 0.0080, -6.1085], [2.0949, -1.2678, -6.2284], [2.7332, -1.8694, -5.1540], [2.8464, -1.1929, -3.9528], [4.1798, 0.8178, -1.9914], [5.1077, 1.0811, -2.9857], [6.4567, 0.9916, -2.6758], [6.8657, 0.6478, -1.3958], [5.9256, 0.4217, -0.4043], [4.5801, 0.5174, -0.7028], [2.1907, -1.0319, -1.3287], [1.2379, 1.6761, -4.7829], [1.0675, 0.4727, -6.9476], [1.9991, -1.8026, -7.1606], [3.1374, -2.8656, -5.2494], [3.3631, -1.6494, -3.1194], [4.7871, 1.3471, -3.9824], [7.1912, 1.1933, -3.4400], [7.9176, 0.5667, -1.1688], [6.2227, 0.1727, 0.6009], [3.8320, 0.3558, 0.0560]],
  "spin_multiplicity": 1,
  "total_charge": 1,
  "gap_ha": 0.272,
  "lumo_ev": -3.19,
  "energy_ev": -189804.0234,
  "e_homo_ev": -10.59
}

{
  "formula": "C41H57N5O8",
  "method": "wB97M-V/def2-TZVPD",
  "species": ["C", "C", "O", "C", "C", "O", "H", "H", "H", "H", "H", "H", "H", "H", "C", "C", "O", "C", "C", "O", "H", "H", "H", "H", "H", "H", "H", "H", "C", "C", "O", "C", "C", "O", "H", "H", "H", "H", "H", "H", "H", "H", "C", "C", "O", "C", "C", "O", "H", "H", "H", "H", "H", "H", "H", "H", "C", "C", "C", "N", "C", "C", "H", "H", "H", "H", "H", "C", "C", "C", "N", "C", "C", "H", "H", "H", "H", "H", "C", "C", "C", "N", "C", "C", "H", "H", "H", "H", "H", "C", "C", "C", "N", "C", "C", "H", "H", "H", "H", "H", "C", "C", "C", "N", "C", "C", "H", "H", "H", "H", "H"],
  "positions_angstrom": [[0.2799, -3.5186, -1.2556], [0.2702, -2.1355, -0.6423], [-1.0652, -1.8584, -0.2269], [-1.2897, -0.7719, 0.5476], [-2.7197, -0.6010, 0.9784], [-0.3744, -0.0447, 0.8611], [-0.2804, -4.2056, -0.6253], [1.2696, -3.9873, -1.3381], [-0.2138, -3.5461, -2.2211], [0.8676, -2.1477, 0.2787], [0.5361, -1.3159, -1.2683], [-3.2369, 0.0518, 0.2514], [-2.6250, -0.0135, 1.9005], [-3.2398, -1.5330, 1.0815], [0.1858, 2.2148, -5.8134], [0.2489, 0.7092, -6.0306], [1.4888, 0.1112, -5.5474], [1.5502, -0.2544, -4.3182], [2.9178, -0.6954, -3.7427], [0.6493, -0.1116, -3.5004], [-0.7482, 2.6016, -6.2589], [0.9642, 2.7974, -6.3915], [0.1757, 2.5313, -4.7520], [-0.5740, 0.2478, -5.4767], [0.2654, 0.4871, -7.0635], [3.3507, 0.1949, -3.2828], [3.6158, -1.0162, -4.4886], [2.7291, -1.4255, -2.9646], [-2.6464, 1.7603, -3.2263], [-2.1530, 2.6771, -2.1596], [-2.1460, 4.1253, -2.5986], [-0.9492, 4.6391, -2.7772], [-0.9672, 6.1516, -2.9593], [0.0692, 3.9989, -2.7851], [-2.7872, 0.7910, -2.7892], [-1.9345, 1.6623, -3.9927], [-3.6506, 1.9865, -3.6664], [-2.7764, 2.5965, -1.2378], [-1.1762, 2.4384, -1.9161], [-0.2486, 6.4672, -3.7587], [-0.5234, 6.5921, -2.0726], [-1.9232, 6.5160, -3.2673], [1.3032, 1.9666, -0.8400], [2.3317, 3.0855, -1.1397], [3.7033, 2.7980, -0.8806], [4.1557, 2.6064, 0.3772], [5.6086, 2.4021, 0.2749], [3.4946, 2.5907, 1.3687], [1.5879, 1.3649, -0.0055], [1.1231, 1.2969, -1.6751], [0.2990, 2.4232, -0.6524], [2.3377, 3.1786, -2.2101], [2.0691, 4.1062, -0.6507], [5.8129, 1.3996, -0.0740], [6.0732, 2.5756, 1.2431], [6.0234, 3.0803, -0.4338], [3.6742, -1.8998, 3.5043], [3.5599, -1.1240, 2.3665], [3.3760, -1.7957, 1.1552], [3.1630, -3.1066, 1.0728], [3.2930, -3.8520, 2.2170], [3.6259, -3.2929, 3.4069], [3.8809, -1.4291, 4.4239], [3.5322, -0.0826, 2.3400], [3.1360, -1.1950, 0.2874], [3.0885, -4.9295, 2.1449], [3.8424, -3.8661, 4.2836], [-0.3101, -3.9501, 5.2490], [-1.3550, -4.7979, 4.8510], [-1.6705, -4.8045, 3.5175], [-1.1456, -4.0017, 2.5765], [-0.1400, -3.1633, 2.9990], [0.1714, -3.0325, 4.3513], [0.0479, -3.9428, 6.2985], [-1.8867, -5.4785, 5.4941], [-2.3795, -5.5631, 3.1505], [0.2639, -2.4864, 2.2191], [0.8546, -2.2486, 4.6460], [-3.7023, 1.0330, 5.0036], [-4.1316, -0.2207, 4.5984], [-5.1305, -0.2834, 3.6066], [-5.7644, 0.7603, 3.1299], [-5.3123, 1.9392, 3.5732], [-4.2984, 2.1543, 4.4862], [-2.9920, 1.0329, 5.7805], [-3.6935, -1.1641, 4.8854], [-5.5252, -1.2296, 3.2421], [-5.8538, 2.8595, 3.2448], [-4.1466, 3.2019, 4.6307], [-1.2974, -2.1390, -6.1163], [-0.9607, -2.3780, -4.7591], [-1.9285, -1.9548, -3.8648], [-3.1626, -1.5363, -4.2174], [-3.4543, -1.4998, -5.4819], [-2.5802, -1.7108, -6.4806], [-0.5637, -2.3984, -6.9119], [0.0630, -2.6591, -4.4420], [-1.7742, -1.9717, -2.7766], [-4.5151, -1.2706, -5.7016], [-2.9166, -1.6228, -7.5139], [1.9543, 1.9988, 4.5717], [0.9703, 1.2746, 3.8450], [0.4048, 0.1350, 4.4652], [0.8052, -0.3347, 5.6762], [1.6933, 0.3754, 6.3064], [2.2776, 1.5552, 5.8509], [2.3908, 2.8722, 4.0962], [0.6778, 1.5562, 2.8791], [-0.3786, -0.4149, 3.8875], [2.0905, 0.0302, 7.2653], [3.0235, 2.0110, 6.5011]],
  "spin_multiplicity": 1,
  "total_charge": 0,
  "gap_ha": 0.365,
  "lumo_ev": 0.68,
  "energy_ev": -67270.6661,
  "e_homo_ev": -9.26
}

{
  "formula": "C25H26Cl4N4O4",
  "method": "wB97M-V/def2-TZVPD",
  "species": ["Cl", "C", "C", "N", "C", "O", "C", "C", "C", "C", "O", "C", "N", "C", "C", "Cl", "C", "C", "Cl", "C", "C", "C", "Cl", "C", "H", "H", "H", "H", "H", "H", "H", "H", "C", "N", "C", "O", "C", "C", "C", "C", "C", "N", "C", "C", "O", "H", "H", "H", "H", "H", "H", "H", "H", "H", "H", "H", "H", "H", "H", "H", "H", "H", "H"],
  "positions_angstrom": [[-2.6285, -0.8577, 0.4501], [-1.2646, -0.9488, 1.5374], [-0.3514, -1.9981, 1.4324], [0.7112, -2.1065, 2.2381], [0.9318, -1.1782, 3.1930], [2.0159, -1.2896, 4.0380], [2.9413, -2.2499, 3.7087], [3.7989, -2.0734, 2.6146], [4.6944, -3.0836, 2.2448], [4.7454, -4.2860, 2.9556], [5.6579, -5.2363, 2.5716], [5.2075, -6.4616, 2.1342], [3.8966, -6.7114, 1.9342], [3.5195, -7.9151, 1.4739], [4.4337, -8.9361, 1.1905], [3.8913, -10.4864, 0.5925], [5.7888, -8.6940, 1.3922], [6.1809, -7.4429, 1.8668], [7.8826, -7.1177, 2.1151], [3.9126, -4.4497, 4.0733], [3.0178, -3.4360, 4.4475], [0.0499, -0.0906, 3.3552], [0.3182, 1.1292, 4.5818], [-1.0626, 0.0200, 2.5180], [-0.5078, -2.7548, 0.6695], [3.7481, -1.1531, 2.0430], [5.3516, -2.9455, 1.3929], [2.4617, -8.1026, 1.3156], [6.5263, -9.4637, 1.1809], [3.9578, -5.3735, 4.6399], [2.3584, -3.5732, 5.2979], [-1.7572, 0.8487, 2.6268], [-6.4789, 4.5931, -1.8011], [-5.0878, 4.6846, -2.2380], [-4.4135, 3.7058, -2.8503], [-4.9312, 2.6232, -3.1073], [-2.9537, 3.9599, -3.2894], [-1.9335, 3.8193, -2.1390], [-1.8412, 2.4230, -1.4964], [-1.3068, 1.3712, -2.4720], [-0.8764, 2.4914, -0.3119], [-2.7072, 5.2279, -4.0055], [-2.8694, 6.4748, -3.5532], [-2.5858, 7.5858, -4.5375], [-3.2193, 6.7517, -2.4131], [-6.5395, 3.9844, -0.8974], [-7.0814, 4.1253, -2.5829], [-6.8719, 5.5895, -1.5933], [-4.5836, 5.5495, -2.0669], [-2.7351, 3.1698, -4.0067], [-2.1934, 4.5376, -1.3606], [-0.9451, 4.0865, -2.5147], [-2.8204, 2.1146, -1.1321], [-0.3520, 1.6909, -2.8883], [-1.1706, 0.4240, -1.9505], [-2.0237, 1.2089, -3.2758], [-0.7767, 1.5061, 0.1365], [0.1049, 2.8290, -0.6451], [-1.2628, 3.1841, 0.4359], [-2.4129, 5.1423, -4.9650], [-2.8106, 8.5414, -4.0649], [-3.2129, 7.4623, -5.4181], [-1.5354, 7.5604, -4.8215]],
  "spin_multiplicity": 1,
  "total_charge": 0,
  "gap_ha": 0.337,
  "lumo_ev": 0.35,
  "energy_ev": -90588.1246,
  "e_homo_ev": -8.82
}

{
  "formula": "C3H3Cl3",
  "method": "wB97M-V/def2-TZVPD",
  "species": ["C", "C", "C", "Cl", "Cl", "Cl", "H", "H", "H"],
  "positions_angstrom": [[-1.0348, 0.5402, 0.2684], [-0.9797, -0.4857, -0.6022], [1.5850, 0.3062, 0.6597], [-1.4524, -2.0765, -0.1009], [2.3038, -1.1500, 0.5962], [2.2280, 1.4112, -0.3566], [-0.6955, 1.4135, -0.1552], [-1.5811, 0.5599, 1.1215], [-0.3735, -0.5187, -1.4310]],
  "spin_multiplicity": 1,
  "de_lowest_kj_mol": 357.94,
  "total_charge": 0,
  "gap_ha": 0.289,
  "lumo_ev": -0.69,
  "energy_ev": -40722.5990,
  "e_homo_ev": -8.55
}

{
  "formula": "CH6N2O2",
  "method": "wB97M-V/def2-TZVPD",
  "species": ["N", "C", "O", "N", "O", "H", "H", "H", "H", "H", "H"],
  "positions_angstrom": [[-1.5461, -0.3745, -0.1196], [-0.2067, 0.1425, -0.1456], [-0.1194, 1.3652, 0.5441], [0.7060, -0.8508, 0.2866], [1.9988, -0.4178, -0.4637], [-1.5573, -1.3502, -0.3890], [-2.1515, 0.1424, -0.7458], [0.3016, 0.3446, -1.1577], [-0.7590, 1.3246, 1.2677], [0.8819, -0.7655, 1.2885], [2.4516, 0.4395, -0.3655]],
  "spin_multiplicity": 1,
  "de_lowest_kj_mol": 375.51,
  "total_charge": 0,
  "gap_ha": 0.397,
  "lumo_ev": 0.90,
  "energy_ev": -8206.9835,
  "e_homo_ev": -9.91
}